C4H30N2O9S | wB97M-V/def2-TZVPD

```
46
Properties=species:S:1:pos:R:3:forces:R:3:mulliken_charge:R:1
C 0.20641 -1.56252 -2.32107 0.520 -0.356 -1.061 -0.7930
N 1.17070 -1.46491 -1.23728 -0.797 0.092 0.046 -0.4237
C 0.67121 -0.72092 -0.07564 -0.129 -0.744 0.941 0.5320
C 1.74391 0.26039 0.42411 -1.592 0.407 -1.497 -0.2137
N 1.45082 1.45894 -0.42837 0.768 0.772 0.859 -0.4294
C 1.67292 0.66387 1.87413 1.549 0.589 0.458 -0.8754
S 1.97759 -0.67413 3.08049 -0.496 0.776 0.103 -0.2535
H 0.73496 -1.83969 -3.23649 0.322 0.275 -0.060 0.4238
H -0.28116 -0.60538 -2.53150 -0.254 -0.143 0.077 0.1183
H -0.49322 -2.39893 -2.28690 -0.386 0.293 0.780 0.1304
H 1.93126 -0.93627 -1.61828 0.485 0.228 -0.151 0.3584
H -0.25195 -0.14996 -0.24806 0.179 0.180 -0.522 -0.4251
H 0.35624 -1.44413 0.67321 0.338 0.044 0.240 0.4307
H 2.71181 -0.10948 0.08221 0.201 -0.121 0.546 0.4005
H 2.17490 2.15906 -0.24822 0.176 -0.162 -0.216 0.3158
H 0.65275 1.91872 0.01671 -0.394 -0.229 -0.224 0.1152
H 2.48313 1.38001 2.06439 0.202 -0.186 -0.223 0.4722
H 0.82220 1.30251 2.10879 -0.483 -0.728 -0.047 0.1948
H 0.69797 -0.64516 3.45698 -0.069 -0.405 0.270 0.1079
O -1.91983 0.13307 2.03792 -0.088 -0.535 0.214 -0.6233
H -1.85794 -0.48175 1.28929 -0.401 -0.274 0.408 0.2468
H -2.12060 -0.35667 2.83440 -0.185 -0.390 -0.085 0.2750
O -0.76955 -3.84972 0.04737 0.090 -0.391 -0.070 -0.7109
H -0.54807 -3.91170 -0.88625 -0.023 0.017 0.052 0.3096
H 0.08226 -3.68971 0.50030 -0.122 0.009 0.070 0.3668
O 1.75541 2.10000 -3.04484 -0.321 1.726 -0.099 -0.7347
H 2.04076 1.64594 -3.83096 -0.021 -0.815 0.373 0.2758
H 1.57709 1.67875 -2.17493 0.324 -0.940 -0.296 0.5474
O -0.97131 2.29989 1.53501 0.443 0.964 -0.252 -0.6507
H -1.63627 1.66976 1.85511 0.232 0.091 -0.142 0.3916
H -1.41722 2.93869 0.96008 0.001 0.187 0.093 0.2995
O -2.30950 3.32273 -0.60921 -0.536 0.517 0.523 -0.7468
H -2.16749 3.72348 -1.48030 0.370 -0.302 0.132 0.3972
H -2.23423 2.37446 -0.71353 -0.088 -0.110 -0.469 0.3289
O -0.88488 3.42439 -2.90991 0.250 -0.481 -0.193 -0.6986
H -1.16494 2.49492 -2.85945 -0.166 0.218 -0.113 0.3605
H 0.07912 3.31720 -2.85566 -0.007 0.205 -0.182 0.3323
O -2.68728 -2.03381 0.43651 -0.234 -0.907 -0.107 -0.6042
H -2.23112 -2.91037 0.44877 0.414 0.756 -0.175 0.3611
H -3.60014 -2.29259 0.26839 -0.120 0.428 0.082 0.2564
O 1.41589 -3.24643 1.54282 0.223 -0.745 0.032 -0.6036
H 2.31011 -3.44176 1.24285 -0.014 0.120 -0.159 0.2749
H 1.43582 -3.45891 2.48237 -0.099 0.127 -0.012 0.2633
O -2.35532 0.83559 -2.47120 0.092 -0.512 0.000 -0.6547
H -2.09085 0.12826 -1.86643 -0.036 0.169 0.195 0.2310
H -2.50313 0.33679 -3.28374 -0.119 0.284 -0.140 0.3232
```
Forces are in eV/Å.

Properties
**SMILES**: CNC[C@@H](N)CS.O.O.O.O.O.O.O.O.O
**Total energy**: -1355.2331 hartree
**Molecular weight**: 282.4 g/mol
**Energy above the lowest of the compared OMol25 structures with the same formula, charge and spin**: 0.9 kJ/mol
**HOMO level**: -8.94 eV
**Spin multiplicity**: 1
**Strongest force on any atom**: 0.04323 hartree/bohr